13
Properties=species:S:1:pos:R:3:mulliken_charge:R:1 method="wB97M-V/def2-TZVPD" total_energy_ev=-6311.4829 total_charge=+1 e_above_lowest_kj_mol=436.6 e_homo_ev="-16.2 / -16.5" multiplicity=2 orbital_gap_ev="9.79 / 7.66"
O 1.16 0.54 1.65 -0.270
C 1.44 -0.67 0.87 -0.220
C 0.46 -1.06 -0.15 -0.303
C -0.77 -0.31 -0.19 0.074
C -0.77 1.04 -0.98 -1.174
H 2.47 -0.81 1.01 0.510
H 0.53 -0.40 1.78 0.433
H 0.55 -2.01 -0.34 0.448
H -1.00 0.06 0.86 0.149
H -1.73 -0.72 -0.67 0.285
H -1.75 1.50 -0.97 0.365
H -0.10 1.94 -0.83 0.337
H -0.49 0.90 -2.05 0.366


18
Properties=species:S:1:pos:R:3:mulliken_charge:R:1 method="wB97M-V/def2-TZVPD" total_energy_ev=-11385.1557 smiles=Cc1cnc[nH]1.O.O e_above_lowest_kj_mol=168.6 e_homo_ev=-8.6 orbital_gap_ev=9.13
C 0.99 -1.61 -0.27 -1.049
C 0.26 -0.51 -0.98 0.730
C -1.06 -0.19 -1.13 -0.680
N -1.20 0.98 -1.84 -0.544
C 0.01 1.36 -2.15 -0.226
N 0.94 0.46 -1.70 -0.148
H 0.64 -2.55 -0.71 0.279
H 2.06 -1.54 -0.44 0.319
H 0.61 -1.69 0.75 0.287
H -1.94 -0.66 -0.76 0.403
H 0.18 2.13 -2.88 0.406
H 1.87 0.76 -1.48 0.248
O -2.08 1.11 1.50 -0.636
H -1.97 1.51 2.38 0.303
H -1.76 1.76 0.85 0.326
O 0.61 -0.59 3.25 -0.646
H 0.29 -0.07 2.50 0.298
H 1.57 -0.65 3.11 0.330


12
Properties=species:S:1:pos:R:3:mulliken_charge:R:1 method="wB97M-V/def2-TZVPD" total_energy_ev=-8333.2120 e_above_lowest_kj_mol=699.4 e_homo_ev=-7.3 orbital_gap_ev=7.14
C -1.37 -0.36 -0.40 -0.201
C 0.63 -0.70 0.93 -0.395
C 1.50 0.53 0.56 -0.282
C 0.42 0.98 -0.52 -0.112
H -1.97 -1.14 -1.03 0.235
H -2.08 0.65 -0.13 0.269
H 0.84 -1.65 0.51 0.301
H 2.35 -0.11 -0.02 0.191
H 1.76 1.43 1.13 0.334
H -0.32 1.78 -0.19 0.263
O -0.75 -0.60 0.78 -0.293
O -0.21 0.14 -1.23 -0.310


27
Properties=species:S:1:pos:R:3:mulliken_charge:R:1 method="wB97M-V/def2-TZVPD" total_energy_ev=-35891.7253 e_above_lowest_kj_mol=61.8 e_homo_ev="-5.1 / -5.1" multiplicity=3 orbital_gap_ev="5.10 / 5.02"
C 2.47 1.44 -0.94 -0.961
C 3.23 0.49 -1.58 -0.106
C 2.60 -0.52 -2.38 -0.636
C 1.20 -0.36 -2.67 0.174
C 0.45 0.57 -1.99 -1.092
Pr 1.39 -0.47 -0.17 0.705
P 1.35 1.92 1.80 -0.164
H 2.90 2.33 -0.47 0.373
H 4.33 0.43 -1.45 0.315
H 3.20 -1.31 -2.85 0.373
H -0.59 0.81 -2.22 0.358
H 0.78 -1.04 -3.43 0.307
H 0.26 2.85 1.80 0.103
H 2.37 2.90 1.91 0.088
H 1.33 1.61 3.20 0.083
C -2.27 -1.67 -0.81 -0.947
C -2.06 -1.09 0.54 0.382
N -0.94 -0.65 1.12 0.003
C -1.31 -0.22 2.41 -0.372
C -2.65 -0.41 2.58 -0.596
N -3.10 -0.96 1.39 -0.070
H -2.42 -2.75 -0.73 0.310
H -3.17 -1.22 -1.26 0.345
H -1.42 -1.47 -1.47 0.072
H -0.58 0.20 3.09 0.343
H -3.29 -0.20 3.42 0.395
H -4.06 -1.23 1.16 0.214


53
Properties=species:S:1:pos:R:3:mulliken_charge:R:1 method="wB97M-V/def2-TZVPD" total_energy_ev=-39862.6592 total_charge=+1 e_above_lowest_kj_mol=325.3 e_homo_ev=-13.0 orbital_gap_ev=9.77
H 2.10 3.33 1.73 0.282
N 3.11 3.54 1.75 -0.466
C 3.55 3.47 0.55 -0.359
C 2.70 3.09 -0.72 -0.456
N 2.15 1.71 -0.71 0.298
C 0.92 1.41 -1.31 -0.285
N 0.63 0.07 -1.21 0.163
O -0.47 -0.54 -1.72 -0.299
C -1.65 0.22 -1.31 -0.573
C -2.98 -0.65 -1.37 0.652
C -2.77 -2.06 -2.04 -1.610
C -3.66 -0.72 0.07 -1.157
C -4.92 0.24 0.18 0.541
C -5.90 -0.33 1.29 -1.524
C -4.52 1.72 0.62 -1.238
C 1.68 -0.58 -0.51 -0.538
C 1.73 -2.09 -0.17 0.107
Cl 3.13 -2.89 -1.01 -0.086
C 1.69 -2.39 1.41 -0.475
C 2.95 -3.20 1.93 -1.187
C 2.65 0.49 -0.21 0.549
C 4.00 0.28 0.52 -0.053
C 5.26 0.68 -0.36 -0.182
F 6.14 -0.44 -0.36 -0.326
H 4.64 3.70 0.39 0.398
H 3.29 3.19 -1.69 0.311
H 1.82 3.79 -0.81 0.417
H 0.31 2.21 -1.78 0.374
H -1.82 1.17 -1.90 0.064
H -1.46 0.52 -0.23 0.406
H -3.70 -0.08 -2.03 0.426
H -3.80 -2.51 -2.21 0.440
H -2.25 -1.97 -3.04 0.381
H -2.20 -2.79 -1.40 0.294
H -2.95 -0.46 0.91 0.408
H -4.04 -1.78 0.19 0.366
H -5.49 0.28 -0.78 0.442
H -5.54 -0.11 2.35 0.335
H -6.07 -1.43 1.18 0.380
H -6.89 0.21 1.18 0.390
H -4.68 2.48 -0.20 0.241
H -5.18 2.06 1.47 0.428
H -3.47 1.74 1.03 0.247
H 0.78 -2.54 -0.58 0.253
H 1.55 -1.43 2.00 0.337
H 0.79 -3.04 1.63 0.351
H 3.91 -2.66 1.69 0.325
H 2.91 -3.34 3.05 0.332
H 3.02 -4.22 1.45 0.357
H 4.01 0.97 1.42 0.482
H 4.15 -0.75 0.92 -0.368
H 5.02 0.90 -1.44 0.216
H 5.82 1.51 0.15 0.189


22
Properties=species:S:1:pos:R:3:mulliken_charge:R:1 method="wB97M-V/def2-TZVPD" total_energy_ev=-23249.0669 e_above_lowest_kj_mol=980.2 e_homo_ev="-6.6 / -6.6" orbital_gap_ev="6.06 / 6.06"
Na 0.19 1.96 0.57 1.034
O 0.13 -0.18 0.42 -0.459
O 2.50 -1.30 -0.40 -0.306
C 3.51 -0.64 0.37 -0.340
C 3.26 0.83 0.03 -0.277
O 1.94 0.81 -0.54 -0.400
C 1.42 -0.49 -0.63 -0.360
H 3.39 -0.87 1.44 0.247
H 4.49 -1.00 0.03 0.264
H 3.94 1.24 -0.73 0.252
H 3.33 1.48 0.91 0.203
Li -0.43 -1.60 -1.11 0.869
O -1.32 -1.80 0.56 -0.853
O -2.71 -0.45 1.38 -0.509
C -3.63 -0.16 0.32 -0.302
C -2.82 0.67 -0.71 -0.520
O -1.59 0.81 0.42 -0.482
C -1.40 -0.55 0.83 0.883
H -3.97 -1.11 -0.12 0.283
H -4.40 0.47 0.78 0.256
H -2.98 1.76 -0.70 0.217
H -3.08 0.37 -1.74 0.301


12
Properties=species:S:1:pos:R:3:mulliken_charge:R:1 method="wB97M-V/def2-TZVPD" total_energy_ev=-7664.5064 smiles=C#[N+][O-].N.N e_above_lowest_kj_mol=484.2 e_homo_ev=-8.6 orbital_gap_ev=9.31
C 0.75 0.26 -0.17 -0.161
N 0.19 -0.61 0.26 0.480
O -0.24 -1.70 0.59 -0.637
H 1.10 1.03 -0.84 0.325
N 2.52 0.78 1.15 -0.799
H 3.34 1.25 0.80 0.256
H 2.22 1.27 2.07 0.263
H 2.83 -0.14 1.53 0.266
N -3.19 -0.68 -1.50 -0.641
H -3.14 -1.30 -0.72 0.238
H -2.42 -0.12 -1.75 0.209
H -3.96 -0.04 -1.41 0.201


15
Properties=species:S:1:pos:R:3:mulliken_charge:R:1 method="wB97M-V/def2-TZVPD" total_energy_ev=-8387.6825 total_charge=-1 smiles=[O-]CCCCO e_above_lowest_kj_mol=271.1 e_homo_ev=-2.3 orbital_gap_ev=6.05
O -0.56 2.08 -0.46 -0.831
C -0.80 1.66 0.76 -0.517
C -1.07 0.11 0.87 -0.634
C 0.23 -0.68 0.63 -0.581
C 0.68 -0.83 -0.85 -0.341
O 1.48 -2.00 -1.06 -0.550
H -1.61 2.30 1.29 0.245
H 0.06 1.60 1.53 0.114
H -1.91 -0.10 0.20 0.344
H -1.32 -0.08 1.96 0.304
H 0.13 -1.70 0.99 0.458
H 1.17 -0.38 1.16 0.199
H -0.18 -0.97 -1.53 0.260
H 1.20 0.13 -1.19 0.247
H 1.05 -2.75 -0.64 0.284